No. 1
ORCA calculation (wB97M-V/def2-TZVPD) on C31H38RuSb as an isolated structure in a non-equilibrium geometry.

Geometry as XYZ:
```
71
Properties=species:S:1:pos:R:3:lowdin_charge:R:1
C 1.108 -2.872 -0.138 -0.152
H 1.126 -3.885 0.291 0.079
H 1.138 -3.005 -1.228 0.088
H 0.205 -2.393 0.157 -0.029
C 2.227 -1.916 0.333 -0.336
H 1.999 -0.874 -0.047 0.048
H 2.337 -1.840 1.441 0.101
C 3.457 -2.542 -0.307 -0.128
H 4.461 -2.231 0.041 0.082
H 3.380 -3.654 -0.160 0.091
H 3.408 -2.392 -1.418 0.085
C -0.446 2.450 -0.479 -0.329
C 0.951 2.132 -0.719 -0.347
C 0.988 1.078 -1.703 -0.283
C -0.355 0.708 -2.014 -0.242
C -1.231 1.470 -1.163 -0.359
C -2.729 1.360 -1.163 -0.016
C -0.756 -0.288 -3.072 0.001
C 2.199 0.585 -2.441 -0.008
C 2.133 2.709 -0.038 -0.021
C -0.941 3.355 0.581 -0.022
Ru -0.006 0.585 0.234 1.077
H -1.722 -0.753 -2.865 0.077
H -0.834 0.189 -4.056 0.110
H -0.014 -1.085 -3.173 0.079
H -3.052 0.437 -1.640 0.070
H -3.087 1.331 -0.141 0.067
H -3.246 2.175 -1.666 0.104
H -0.225 3.410 1.408 0.072
H -1.128 4.376 0.235 0.110
H -1.861 2.987 1.047 0.079
H 3.022 2.095 -0.195 0.085
H 2.312 3.695 -0.467 0.107
H 1.977 2.808 1.035 0.074
H 2.104 -0.465 -2.717 0.076
H 2.348 1.144 -3.373 0.112
H 3.093 0.718 -1.839 0.078
C 0.485 -4.087 5.504 0.005
C 0.190 -4.456 4.189 0.049
C -0.218 -3.510 3.238 -0.010
C -0.338 -2.157 3.599 -0.292
C -0.015 -1.778 4.910 -0.005
C 0.386 -2.736 5.845 0.044
Sb -1.172 -0.700 2.190 1.478
C -3.154 -1.595 2.095 -0.374
C -3.752 -1.856 0.862 -0.132
C -4.964 -2.561 0.810 -0.054
C -5.569 -3.008 1.993 -0.048
C -4.979 -2.725 3.228 -0.059
C -3.775 -2.009 3.277 -0.135
C -1.210 1.095 3.370 -0.432
C -2.438 1.648 3.735 -0.129
C -2.474 2.856 4.432 -0.056
C -1.291 3.507 4.789 -0.050
C -0.067 2.944 4.440 -0.071
C -0.022 1.737 3.734 -0.176
H 0.780 -4.835 6.238 0.136
H 0.265 -5.508 3.888 0.149
H -0.462 -3.817 2.232 0.115
H -0.087 -0.737 5.198 0.115
H 0.625 -2.424 6.869 0.149
H -3.278 -1.532 -0.077 0.090
H -5.423 -2.769 -0.154 0.116
H -6.492 -3.584 1.940 0.120
H -5.454 -3.075 4.144 0.117
H -3.331 -1.798 4.258 0.103
H -3.364 1.140 3.456 0.101
H -3.435 3.291 4.704 0.120
H -1.322 4.448 5.351 0.125
H 0.874 3.424 4.722 0.120
H 0.941 1.312 3.442 0.094
```

Output
Charge   +2
E_tot   -41862.075 eV
Maximum force   5.794 eV Å⁻¹
2S+1   6

---

No. 2
ORCA calculation (wB97M-V/def2-TZVPD) on a 9-piece molecular cluster, C24H66O12 overall in a non-equilibrium geometry.

Geometry as XYZ:
```
102
Properties=species:S:1:pos:R:3:lowdin_charge:R:1
C -12.806 18.950 9.003 -0.057
C -13.999 18.826 9.861 -0.437
C -14.712 20.214 10.146 -0.014
O -14.987 17.921 9.329 -0.071
H -11.931 19.247 9.581 0.091
H -13.032 19.585 8.147 0.075
H -12.597 17.980 8.552 0.084
H -13.686 18.430 10.827 0.102
H -13.989 21.023 10.254 0.080
H -15.354 20.092 11.019 0.041
H -15.311 20.417 9.258 0.071
H -14.572 17.073 9.156 0.032
C -11.094 21.832 7.138 -0.037
C -11.130 20.755 5.988 -0.445
C -10.141 21.076 4.869 -0.055
O -10.691 19.511 6.548 -0.104
H -11.679 21.501 7.997 0.060
H -11.458 22.726 6.632 0.073
H -10.089 22.103 7.459 0.061
H -12.150 20.525 5.677 0.132
H -9.157 20.955 5.321 0.070
H -10.346 22.074 4.482 0.076
H -10.144 20.377 4.032 0.078
H -9.866 19.652 7.017 0.012
C -18.979 17.885 6.955 -0.044
C -17.519 18.059 7.331 -0.504
C -16.857 19.312 6.859 -0.051
O -17.517 18.042 8.723 -0.075
H -19.011 17.581 5.909 0.073
H -19.583 18.787 7.056 0.087
H -19.415 17.006 7.430 0.086
H -16.956 17.200 6.965 0.115
H -17.337 20.197 7.276 0.088
H -17.011 19.495 5.796 0.079
H -15.786 19.426 7.029 0.068
H -16.606 18.071 9.025 0.030
C -14.880 19.112 13.606 -0.038
C -15.230 19.246 15.105 -0.491
C -15.985 20.519 15.467 -0.053
O -15.944 18.102 15.517 -0.042
H -15.803 18.990 13.038 0.073
H -14.258 18.247 13.376 0.065
H -14.370 20.013 13.263 0.078
H -14.288 19.233 15.653 0.129
H -15.513 21.433 15.104 0.052
H -15.942 20.656 16.548 0.075
H -17.041 20.505 15.197 0.079
H -15.966 18.139 16.476 0.088
C -20.036 21.261 11.289 -0.056
C -19.193 19.985 11.160 -0.492
C -19.251 18.947 12.332 -0.035
O -19.633 19.309 10.026 -0.060
H -19.748 21.808 12.187 0.059
H -21.116 21.145 11.375 0.079
H -19.776 21.991 10.522 0.072
H -18.144 20.258 11.047 0.115
H -18.610 18.093 12.112 0.071
H -20.279 18.594 12.415 0.078
H -18.848 19.340 13.265 0.059
H -18.892 18.740 9.806 0.041
C -16.726 22.823 12.287 -0.049
C -15.987 24.103 12.603 -0.521
C -14.596 23.886 13.207 -0.038
O -15.792 24.770 11.403 -0.033
H -16.748 22.105 13.106 0.068
H -16.183 22.270 11.521 0.064
H -17.649 22.943 11.720 0.069
H -16.576 24.685 13.313 0.133
H -14.667 23.245 14.085 0.058
H -14.121 24.814 13.527 0.079
H -13.991 23.423 12.427 0.081
H -16.691 24.878 11.084 0.090
O -11.707 16.962 11.898 -0.079
C -11.458 16.183 13.040 -0.240
C -9.956 16.285 13.401 -0.216
O -9.110 15.596 12.457 -0.069
H -12.580 16.751 11.558 0.069
H -12.104 16.499 13.859 0.106
H -11.812 15.183 12.790 0.119
H -9.679 15.859 14.365 0.113
H -9.663 17.322 13.563 0.115
H -9.256 16.159 11.693 0.038
O -8.046 17.107 10.025 -0.059
C -8.557 17.887 8.958 -0.216
C -7.794 19.254 8.819 -0.176
O -8.318 20.015 7.714 -0.091
H -7.215 16.704 9.763 0.095
H -8.719 17.344 8.027 0.127
H -9.578 18.101 9.273 0.108
H -6.757 19.016 8.583 0.111
H -7.763 19.788 9.769 0.124
H -8.084 20.936 7.853 0.094
O -14.266 15.529 8.556 -0.079
C -14.574 15.253 7.177 -0.188
C -14.196 13.825 6.672 -0.233
O -15.134 12.826 7.019 -0.052
H -14.507 14.761 9.079 0.107
H -15.632 15.435 6.990 0.105
H -14.021 15.982 6.584 0.124
H -13.205 13.606 7.070 0.122
H -14.079 13.951 5.596 0.116
H -15.763 12.711 6.303 0.089
```

Output
SMILES string   CC(C)O.CC(C)O.CC(C)O.CC(C)O.CC(C)O.CC(C)O.OCCO.OCCO.OCCO
E_tot   -50525.469 eV
Maximum force   2.399 eV Å⁻¹

---

No. 3
ORCA calculation (wB97M-V/def2-TZVPD) on C24H30Cl2N7O4PTi as an isolated structure in a non-equilibrium geometry.

Geometry as XYZ:
```
69
Properties=species:S:1:pos:R:3:lowdin_charge:R:1
Ti 0.309 1.124 -0.589 0.940
Cl -1.411 0.813 -7.125 0.697
C -1.405 0.614 -5.420 -0.690
C -0.502 1.346 -4.658 -0.024
C -0.471 1.158 -3.285 -0.189
N 0.435 1.703 -2.385 -0.037
C 1.667 2.135 -2.812 -0.443
O 1.915 2.955 -3.676 0.122
C 2.708 1.342 -2.091 -0.162
C 4.010 1.252 -2.579 0.034
C 4.885 0.347 -2.010 -0.013
C 4.426 -0.426 -0.939 -0.018
C 3.116 -0.295 -0.521 -0.093
N 2.243 0.545 -1.092 0.000
C -1.346 0.224 -2.674 -0.194
C -2.263 -0.479 -3.436 -0.031
C -2.280 -0.287 -4.815 -0.690
Cl -3.379 -1.190 -5.778 0.690
N -1.179 0.213 -1.289 -0.047
C -2.268 0.245 -0.453 -0.435
O -3.243 -0.484 -0.500 0.102
C -2.175 1.429 0.444 -0.162
C -3.232 1.794 1.278 0.011
C -3.253 3.056 1.840 -0.015
C -2.211 3.937 1.528 -0.017
C -1.186 3.507 0.713 -0.081
N -1.136 2.278 0.177 0.009
H 0.167 2.051 -5.126 0.109
H 4.286 1.883 -3.409 0.131
H 5.890 0.231 -2.387 0.120
H 5.079 -1.132 -0.451 0.114
H 2.736 -0.900 0.295 0.092
H -2.953 -1.170 -2.977 0.110
H -4.035 1.089 1.432 0.133
H -4.067 3.372 2.472 0.121
H -2.221 4.950 1.897 0.116
H -0.381 4.187 0.444 0.118
C 1.368 -3.414 2.404 -0.100
N 1.400 -1.990 2.132 -0.300
C 2.277 -1.268 3.038 -0.105
P 0.017 -1.156 1.619 0.634
O 0.523 0.158 1.095 -0.353
N -0.692 -2.087 0.453 -0.291
C -1.918 -2.850 0.587 -0.089
C 0.096 -2.438 -0.718 -0.074
N -1.096 -0.866 2.832 -0.272
C -1.504 -1.942 3.720 -0.093
C -1.137 0.445 3.455 -0.092
H 2.333 -3.849 2.131 0.096
H 0.594 -3.886 1.806 0.070
H 1.184 -3.629 3.462 0.089
H 3.314 -1.558 2.856 0.092
H 2.042 -1.481 4.087 0.092
H 2.173 -0.198 2.860 0.076
H -2.535 -2.421 1.369 0.074
H -1.727 -3.907 0.798 0.093
H -2.478 -2.774 -0.346 0.089
H 0.864 -1.677 -0.894 0.059
H -0.569 -2.466 -1.586 0.098
H 0.573 -3.420 -0.620 0.096
H -1.303 -2.903 3.256 0.069
H -2.575 -1.872 3.926 0.100
H -0.972 -1.898 4.677 0.094
H -0.643 1.166 2.804 0.069
H -0.636 0.444 4.427 0.095
H -2.173 0.758 3.599 0.087
O 1.699 2.922 0.212 -0.029
H 2.282 3.058 0.972 0.102
H 1.943 3.583 -0.452 0.093
```

Output
Charge   +1
E_tot   -101444.176 eV
Maximum force   3.325 eV Å⁻¹
2S+1   2

---

No. 4
ORCA calculation (wB97M-V/def2-TZVPD) on one molecule with the formula C3H4O2S in a non-equilibrium geometry.

Geometry as XYZ:
```
10
Properties=species:S:1:pos:R:3:lowdin_charge:R:1
O -2.768 0.592 0.160 0.121
C -1.637 0.351 -0.028 -0.601
O -0.638 1.209 -0.182 -0.005
C 0.696 0.550 -0.338 -0.216
C 0.712 -0.769 0.250 -0.540
S -0.844 -1.595 -0.211 0.822
H 1.337 1.144 0.366 0.148
H 0.990 0.555 -1.353 0.115
H 1.612 -1.316 0.024 0.091
H 0.540 -0.721 1.310 0.064
```

Output
SMILES string   O=C1OCCS1
E_tot   -18105.200 eV
Maximum force   3.342 eV Å⁻¹

---

Copy entry 3 word for word.
ORCA calculation (wB97M-V/def2-TZVPD) on C24H30Cl2N7O4PTi as an isolated structure in a non-equilibrium geometry.

Geometry as XYZ:
```
69
Properties=species:S:1:pos:R:3:lowdin_charge:R:1
Ti 0.309 1.124 -0.589 0.940
Cl -1.411 0.813 -7.125 0.697
C -1.405 0.614 -5.420 -0.690
C -0.502 1.346 -4.658 -0.024
C -0.471 1.158 -3.285 -0.189
N 0.435 1.703 -2.385 -0.037
C 1.667 2.135 -2.812 -0.443
O 1.915 2.955 -3.676 0.122
C 2.708 1.342 -2.091 -0.162
C 4.010 1.252 -2.579 0.034
C 4.885 0.347 -2.010 -0.013
C 4.426 -0.426 -0.939 -0.018
C 3.116 -0.295 -0.521 -0.093
N 2.243 0.545 -1.092 0.000
C -1.346 0.224 -2.674 -0.194
C -2.263 -0.479 -3.436 -0.031
C -2.280 -0.287 -4.815 -0.690
Cl -3.379 -1.190 -5.778 0.690
N -1.179 0.213 -1.289 -0.047
C -2.268 0.245 -0.453 -0.435
O -3.243 -0.484 -0.500 0.102
C -2.175 1.429 0.444 -0.162
C -3.232 1.794 1.278 0.011
C -3.253 3.056 1.840 -0.015
C -2.211 3.937 1.528 -0.017
C -1.186 3.507 0.713 -0.081
N -1.136 2.278 0.177 0.009
H 0.167 2.051 -5.126 0.109
H 4.286 1.883 -3.409 0.131
H 5.890 0.231 -2.387 0.120
H 5.079 -1.132 -0.451 0.114
H 2.736 -0.900 0.295 0.092
H -2.953 -1.170 -2.977 0.110
H -4.035 1.089 1.432 0.133
H -4.067 3.372 2.472 0.121
H -2.221 4.950 1.897 0.116
H -0.381 4.187 0.444 0.118
C 1.368 -3.414 2.404 -0.100
N 1.400 -1.990 2.132 -0.300
C 2.277 -1.268 3.038 -0.105
P 0.017 -1.156 1.619 0.634
O 0.523 0.158 1.095 -0.353
N -0.692 -2.087 0.453 -0.291
C -1.918 -2.850 0.587 -0.089
C 0.096 -2.438 -0.718 -0.074
N -1.096 -0.866 2.832 -0.272
C -1.504 -1.942 3.720 -0.093
C -1.137 0.445 3.455 -0.092
H 2.333 -3.849 2.131 0.096
H 0.594 -3.886 1.806 0.070
H 1.184 -3.629 3.462 0.089
H 3.314 -1.558 2.856 0.092
H 2.042 -1.481 4.087 0.092
H 2.173 -0.198 2.860 0.076
H -2.535 -2.421 1.369 0.074
H -1.727 -3.907 0.798 0.093
H -2.478 -2.774 -0.346 0.089
H 0.864 -1.677 -0.894 0.059
H -0.569 -2.466 -1.586 0.098
H 0.573 -3.420 -0.620 0.096
H -1.303 -2.903 3.256 0.069
H -2.575 -1.872 3.926 0.100
H -0.972 -1.898 4.677 0.094
H -0.643 1.166 2.804 0.069
H -0.636 0.444 4.427 0.095
H -2.173 0.758 3.599 0.087
O 1.699 2.922 0.212 -0.029
H 2.282 3.058 0.972 0.102
H 1.943 3.583 -0.452 0.093
```

Output
Charge   +1
E_tot   -101444.176 eV
Maximum force   3.325 eV Å⁻¹
2S+1   2